A structure of composition C42H40FI4N7O5Sc, computed with ωB97M-V/def2-TZVPD.

2S+1: 1
total charge: +1
HOMO: -8.73 eV
energy above the lowest of the compared OMol25 structures with the same formula, charge and spin: 0.652 eV
frontier orbital gap: 5.197 eV

Geometry (Å):
Sc  -1.510  -1.421  -1.171
I  -6.838  -0.805  4.674
C  -5.601  -0.724  3.000
C  -6.140  -0.540  1.739
C  -5.316  -0.490  0.626
I  -6.177  -0.253  -1.245
C  -3.918  -0.611  0.731
O  -3.136  -0.570  -0.316
C  -3.396  -0.807  2.036
C  -1.912  -0.958  2.196
N  -1.400  -2.023  1.334
C  -1.965  -3.337  1.623
C  -3.028  -3.745  0.638
C  -4.054  -4.588  1.047
C  -4.976  -5.032  0.117
C  -4.835  -4.619  -1.197
C  -3.793  -3.768  -1.519
N  -2.902  -3.327  -0.625
C  -4.227  -0.864  3.139
H  -7.209  -0.439  1.615
H  -1.690  -1.154  3.256
H  -1.408  -0.031  1.907
H  -0.396  -2.081  1.415
H  -2.388  -3.379  2.633
H  -1.165  -4.082  1.580
H  -4.124  -4.877  2.087
H  -5.787  -5.684  0.411
H  -5.525  -4.930  -1.969
H  -3.659  -3.396  -2.523
H  -3.798  -1.022  4.121
I  -0.790  -1.586  -9.051
C  -1.256  -1.712  -7.025
C  -2.573  -1.664  -6.608
C  -2.882  -1.735  -5.258
I  -4.869  -1.635  -4.677
C  -1.881  -1.862  -4.280
O  -2.160  -1.899  -3.002
C  -0.540  -1.915  -4.736
C  0.546  -2.043  -3.711
N  0.468  -0.945  -2.730
C  0.526  0.378  -3.345
C  -0.835  1.018  -3.428
C  -1.141  1.880  -4.474
C  -2.371  2.512  -4.488
C  -3.249  2.269  -3.445
C  -2.869  1.386  -2.449
N  -1.692  0.758  -2.437
C  -0.243  -1.837  -6.082
H  -3.368  -1.566  -7.334
H  1.519  -2.045  -4.219
H  0.448  -2.978  -3.156
H  1.237  -1.044  -2.082
H  0.966  0.343  -4.347
H  1.171  1.025  -2.740
H  -0.424  2.026  -5.272
H  -2.642  3.175  -5.299
H  -4.226  2.730  -3.405
H  -3.530  1.133  -1.634
H  0.792  -1.877  -6.402
C  6.071  -0.322  1.183
C  4.999  -0.908  2.086
N  3.647  -0.655  1.581
C  3.004  -1.634  0.920
C  1.772  -1.541  0.337
C  1.260  -2.832  -0.343
O  2.047  -3.768  -0.367
O  0.074  -2.808  -0.789
C  1.078  -0.293  0.398
O  -0.037  -0.038  -0.087
C  1.781  0.779  1.131
C  1.142  2.015  1.248
C  1.758  3.031  1.925
F  1.161  4.238  1.986
C  3.004  2.859  2.540
C  3.637  1.633  2.427
C  3.043  0.584  1.710
N  3.653  3.894  3.269
C  4.848  4.495  2.699
C  5.841  4.728  3.847
N  5.043  4.857  5.122
C  3.803  5.670  4.907
C  2.858  4.873  3.992
H  7.057  -0.531  1.595
H  5.968  0.758  1.071
H  6.020  -0.766  0.190
H  5.068  -0.535  3.110
H  5.113  -1.988  2.148
H  3.513  -2.588  0.839
H  0.177  2.155  0.780
H  4.591  1.511  2.919
H  4.618  5.442  2.193
H  5.283  3.829  1.958
H  6.426  5.639  3.734
H  6.514  3.884  3.988
H  5.616  5.257  5.865
H  4.758  3.916  5.403
H  4.128  6.602  4.446
H  3.361  5.895  5.874
H  2.343  5.589  3.347
H  2.102  4.345  4.574